Record 1
Computed, not measured: a single C5H4O molecule in a non-equilibrium geometry, with ωB97M-V/def2-TZVPD.

The geometry in ORCA input format:
```
! RIJCOSX wB97M-V def2-TZVPD def2/J DEFGRID3
* xyz 0 1
C 1.259 -1.473 -0.300
C -0.533 0.655 1.555
C 1.646 -0.378 0.546
C 0.646 -0.295 -0.481
C -0.503 0.536 -0.807
O -1.154 0.905 0.454
H 1.318 -2.485 -0.628
H -1.203 1.012 2.362
H -0.199 1.472 -1.288
H -1.278 0.052 -1.411
*
```

Properties
LUMO level ... 0.72 eV
HOMO level ... -7.8 eV

natural (NBO) atomic charge list, values in e, 6 entries: C -0.194; C 0.129; C -0.025; C -0.078; C -0.123; O -0.456

***

Record 2
Computed, not measured: C25H46P2W as an isolated structure in a non-equilibrium geometry, with ωB97M-V/def2-TZVPD.

The geometry in ORCA input format:
```
! RIJCOSX wB97M-V def2-TZVPD def2/J DEFGRID3
* xyz 2 3
W -0.603 1.346 -0.076
C 0.058 0.923 2.144
C 1.079 1.495 1.319
C -0.722 2.989 1.389
C -1.087 1.781 2.082
C 0.652 2.824 0.937
C 0.227 -0.176 3.114
H 1.108 -0.797 2.913
H -0.646 -0.845 3.227
H 0.421 0.276 4.106
C -2.386 1.479 2.715
H -2.540 0.392 2.756
H -3.213 1.973 2.200
H -2.433 1.836 3.754
C -1.554 4.226 1.349
H -1.167 4.960 2.077
H -2.588 4.009 1.655
H -1.545 4.712 0.364
C 1.598 3.918 0.566
H 1.850 4.490 1.479
H 1.205 4.632 -0.169
H 2.542 3.505 0.180
C 2.444 0.926 1.190
H 2.968 0.998 2.156
H 3.034 1.406 0.410
H 2.403 -0.128 0.905
C -0.616 -3.440 1.448
C 0.377 -4.094 2.131
C 1.751 -4.391 1.691
C 1.948 -4.588 0.139
C 2.479 -3.400 -0.567
C 1.924 -2.185 -0.607
C 0.753 -1.709 0.200
C -0.464 -2.655 0.147
H 2.056 -5.329 2.173
H 1.051 -5.048 -0.310
H 2.485 -3.663 2.101
H -0.451 -3.226 -0.802
H -1.617 -3.342 1.947
H 0.121 -4.400 3.178
H -1.362 -2.009 0.033
H 1.022 -1.558 1.250
H 2.244 -1.398 -1.298
H 0.427 -0.616 -0.179
H 2.762 -5.319 0.034
H 3.445 -3.512 -1.059
P -0.598 -0.726 -2.486
P -0.379 2.489 -2.048
C -0.459 0.442 -3.946
C -1.124 1.771 -3.606
H -0.920 -0.025 -4.828
H 0.630 0.538 -4.119
H -0.917 2.526 -4.378
H -2.220 1.695 -3.468
C -1.081 4.170 -1.995
H -0.520 4.824 -1.311
H -2.138 4.132 -1.687
H -1.017 4.588 -3.009
C 1.393 2.614 -2.548
H 1.415 2.881 -3.613
H 1.914 1.655 -2.411
H 1.899 3.395 -1.970
C -2.227 -1.534 -2.923
H -2.397 -2.403 -2.270
H -2.214 -1.889 -3.967
H -3.041 -0.816 -2.797
C 0.285 -2.159 -3.368
H 1.351 -1.958 -3.521
H -0.165 -2.331 -4.357
H 0.199 -3.102 -2.813
C -2.205 -1.974 4.207
H -2.076 -1.299 5.064
H -3.044 -1.788 3.528
H -1.779 -2.983 4.257
*
```

Properties
Expectation value of S² ... 2.010
LUMO level (alpha / beta) ... -8.11 / -7.85 eV
HOMO level (alpha / beta) ... -13.6 / -14.0 eV

Mulliken atomic charge list, values in e, 6 entries: W 0.437; C 1.583; C 0.130; C 0.911; C 0.268; C 0.347

***

Which ΔE to the lowest compared entry with this formula, charge and spin belongs to each record? In order, 622.7; 51.8 kJ/mol.
Which electronic energy belongs to each record? In order, -7289.2547; -47053.2251 eV.